Molecular formula: C51H127N9O
Method: DFT, the ωB97M-V functional and the def2-TZVPD basis

Calculated values
Strongest force on any atom, eV Å⁻¹: 2.56
Net charge: 0
LUMO, eV: 0.37
Kohn-Sham gap, eV: 8.3
E_tot, a.u.: -2587.1723
Structure (SMILES): CCN(CC)CC.CCN(CC)CC.CCN(CC)CC.CCN(CC)CC.CCN(CC)CC.CCN(CC)CC.CCN(CC)CC.CCN(CC)CC.CNC(C)=O
Energy relative to the best compared isomer or geometry (same formula, charge and spin), kJ/mol: 407.6
Multiplicity: 1
E_HOMO, eV: -7.96

```
188
Properties=species:S:1:pos:R:3:forces:R:3
C 23.809302 28.304869 18.397463 0.37 0.58 -0.79
C 24.744995 27.649839 19.408898 -0.89 0.54 0.10
N 25.755940 28.566859 19.916934 -0.22 1.04 -0.77
C 26.855569 28.771581 18.998601 0.88 0.62 -0.48
C 27.678922 27.508138 18.663044 1.40 0.54 0.53
C 26.185794 28.304548 21.273599 0.11 -1.17 0.24
C 25.182726 28.686755 22.347623 -0.42 0.80 0.65
H 24.377093 28.779070 17.589998 0.12 -0.17 0.02
H 23.198855 29.113577 18.802090 -0.01 -0.19 0.37
H 23.163023 27.587816 17.889233 -0.04 -0.15 0.22
H 24.101133 27.349821 20.236119 0.28 -0.26 0.16
H 25.156409 26.748585 18.943201 0.24 -0.14 0.15
H 26.667635 29.384106 18.106337 -1.15 -0.68 -0.21
H 27.551064 29.505648 19.421543 -0.09 -0.32 0.72
H 27.303049 26.585364 19.097448 -0.19 0.00 -0.15
H 28.008626 27.345562 17.635487 -0.69 0.06 -0.23
H 28.642283 27.711006 19.145544 0.03 -0.53 0.15
H 27.150524 28.756647 21.507360 -0.07 0.35 -0.36
H 26.399051 27.220865 21.314320 -0.08 -0.04 0.56
H 25.064889 29.761585 22.533227 0.29 0.13 -0.74
H 25.481231 28.378761 23.353720 0.04 -0.68 -0.24
H 24.163958 28.356335 22.142000 0.13 -0.37 0.03
C 36.712501 22.513872 17.055195 -1.25 0.29 -0.26
C 37.108900 23.504808 15.919109 0.33 -1.13 2.14
N 36.274249 23.246345 14.777999 0.87 0.38 -1.93
C 35.001735 23.964402 14.787512 -0.57 0.01 1.07
C 34.120262 23.797109 13.553645 -0.29 0.08 -0.09
C 37.027405 23.584549 13.543654 -0.01 0.27 0.87
C 37.346653 25.089329 13.375112 0.58 -0.79 -2.16
H 36.923942 22.828845 18.078569 0.40 0.05 -0.14
H 37.017498 21.481135 16.886780 0.58 0.19 -0.10
H 35.622557 22.414816 17.008667 -0.06 0.18 0.18
H 37.124401 24.529940 16.320929 -0.53 0.14 -0.23
H 38.167042 23.307908 15.739266 -0.07 -0.05 -0.66
H 34.434918 23.598399 15.649882 -0.05 -0.25 -0.07
H 35.124472 25.020586 15.069802 0.20 0.23 -0.46
H 34.396818 24.412984 12.694889 0.46 -0.20 -0.01
H 34.052841 22.747543 13.261592 0.22 -0.01 -0.11
H 33.096160 24.121949 13.750777 0.13 0.02 0.44
H 36.524532 23.134823 12.684229 -0.33 0.58 -0.02
H 37.988659 23.065413 13.525575 -0.02 -0.12 0.48
H 36.501637 25.745033 13.180224 -0.16 -0.01 0.45
H 37.880587 25.054305 12.410867 -0.07 0.40 -0.03
H 38.099926 25.538395 14.017007 -0.37 -0.20 0.65
C 24.253165 26.826693 12.652926 0.28 0.12 -1.47
C 23.931057 27.061705 14.111631 -0.27 -0.33 0.47
N 24.970095 27.785437 14.871895 -0.42 0.77 -1.44
C 26.251546 27.114108 14.887612 -0.44 -1.80 1.77
C 26.118725 25.754886 15.619202 -0.06 -0.05 0.42
C 25.100666 29.148522 14.346495 0.81 0.52 0.73
C 23.947207 30.092182 14.673637 -0.68 0.08 -1.56
H 23.938928 25.897558 12.169852 0.03 -0.34 0.71
H 25.324974 26.927705 12.465502 -0.04 -0.09 -0.07
H 23.761744 27.548002 11.990897 0.18 0.34 0.27
H 22.994744 27.621409 14.119968 0.12 0.15 0.51
H 23.726928 26.137908 14.654347 0.06 -0.10 -0.14
H 26.761697 26.802024 13.965700 -0.12 0.98 -0.44
H 26.904368 27.690410 15.543067 0.17 0.36 -0.48
H 25.357974 25.741456 16.403448 -0.05 0.43 -0.01
H 25.852957 24.920241 14.967780 0.27 0.03 -0.15
H 27.059170 25.561841 16.140713 0.05 -0.35 -0.26
H 25.302671 29.193596 13.266925 -0.35 -0.23 -0.17
H 26.036770 29.566824 14.733851 -0.10 -0.10 0.42
H 23.159324 29.902500 13.932509 -0.19 -0.12 0.24
H 24.222475 31.116141 14.410040 0.25 0.02 0.36
H 23.457346 30.072833 15.643022 0.52 -0.27 0.27
C 35.426153 32.797926 16.228897 0.29 0.75 -0.06
C 35.350114 31.266706 16.198314 -0.97 0.55 0.18
N 34.127661 30.790354 15.527784 0.37 -1.17 -0.36
C 34.383536 29.416248 15.076703 0.15 -0.45 -1.79
C 33.346729 28.855031 14.091091 -0.38 0.10 0.91
C 32.951586 30.952207 16.357713 -0.32 -0.17 1.03
C 32.980386 30.301037 17.765660 0.22 0.42 -0.15
H 35.426111 33.160347 17.257667 0.13 0.12 -0.04
H 34.644534 33.356641 15.706168 -0.52 -0.69 0.11
H 36.290861 33.223844 15.711292 0.38 -0.43 0.33
H 36.221846 30.818497 15.731129 -0.05 0.10 -0.26
H 35.333867 30.886896 17.226109 0.33 0.04 0.06
H 34.595172 28.614906 15.796548 -0.03 0.50 0.69
H 35.269250 29.513702 14.443783 0.34 -0.15 0.41
H 33.528006 29.259652 13.097809 -0.54 0.22 -0.01
H 32.366067 29.073697 14.522473 -0.17 0.27 -0.67
H 33.337678 27.764936 14.026831 0.43 -0.02 0.08
H 32.776415 32.024204 16.482782 0.13 0.04 0.12
H 32.004325 30.600835 15.942558 0.45 -0.16 -0.86
H 33.336835 29.272320 17.834603 -0.02 -0.04 -0.49
H 33.636623 30.876986 18.420373 -0.36 0.03 0.31
H 31.944415 30.295954 18.106856 0.15 0.14 0.43
C 27.637744 20.321969 12.265569 -0.50 -0.08 0.34
C 27.433454 19.195813 11.266770 1.30 -0.72 0.57
N 28.551187 19.157271 10.321735 0.60 0.05 -0.59
C 29.430245 17.992246 10.578244 -1.02 -0.33 -0.68
C 30.693332 17.891490 9.740361 0.84 0.78 -0.16
C 28.174643 19.311210 8.921141 0.21 0.85 0.34
C 27.772676 20.778921 8.747964 0.21 0.11 -0.95
H 27.320807 21.279250 11.848981 -0.05 0.02 0.09
H 28.683206 20.420440 12.554430 0.07 -0.17 -0.12
H 27.069219 20.081685 13.170013 -0.09 0.38 -0.01
H 27.527599 18.234186 11.791720 -0.52 0.15 0.26
H 26.430068 19.200603 10.836809 0.16 0.18 -0.39
H 29.691633 17.943886 11.634152 -0.12 0.17 0.07
H 28.755060 17.152838 10.345996 0.52 -0.64 0.27
H 30.510518 17.854493 8.667511 -0.08 -0.24 0.05
H 31.373052 18.740131 9.885772 -0.43 0.33 0.08
H 31.369499 17.073978 9.996504 -0.61 -0.45 0.14
H 27.384664 18.634306 8.561549 -0.10 -0.12 0.25
H 29.061040 19.097691 8.326318 -0.13 0.17 -0.14
H 27.580470 21.072083 7.709954 -0.22 -0.39 -0.06
H 28.616370 21.412543 9.022789 -0.12 0.00 0.45
H 26.880111 21.037580 9.315222 0.09 0.03 0.18
C 32.099401 29.649557 9.821504 0.77 -0.70 0.69
C 30.639320 29.856875 10.170124 -0.03 0.44 -0.56
N 30.363595 30.422480 11.488527 0.40 -0.81 0.13
C 31.177838 31.601752 11.758440 -0.80 0.52 0.33
C 30.845692 32.225082 13.128049 0.38 -0.41 0.35
C 28.932496 30.693792 11.646756 -0.24 -0.28 -0.10
C 28.000604 29.649713 11.024468 0.19 0.37 -0.66
H 32.725529 30.530642 9.688233 -0.27 0.18 0.07
H 32.264442 29.015062 8.948213 -0.49 0.19 -0.23
H 32.541942 29.047294 10.624769 0.13 0.25 0.13
H 30.170666 30.511153 9.414908 0.00 -0.09 -0.23
H 30.173943 28.874648 10.097367 -0.16 0.09 0.03
H 32.240169 31.366867 11.738862 -0.05 -0.22 -0.01
H 31.006396 32.335740 10.951052 -0.02 0.18 0.03
H 29.811739 32.128176 13.447399 -0.16 0.18 -0.40
H 31.392845 31.694203 13.911322 0.21 0.06 -0.08
H 31.110842 33.279358 13.194819 0.11 -0.02 -0.15
H 28.703381 31.702790 11.272248 -0.15 0.02 -0.08
H 28.676127 30.653205 12.705097 0.14 0.33 0.09
H 26.957481 29.934525 11.171030 0.04 -0.22 0.69
H 28.268730 28.678524 11.441080 -0.44 -0.13 0.01
H 28.033925 29.586934 9.933737 0.47 -0.04 0.05
C 31.718292 22.174917 9.443369 0.13 -0.67 0.74
C 31.472405 23.086447 8.253661 -0.05 0.95 0.18
N 30.923100 24.364475 8.717055 0.09 0.09 0.53
C 30.206860 25.136629 7.727696 -0.30 0.31 -0.79
C 30.979070 25.419709 6.416186 -0.92 -0.04 -0.46
C 31.839804 25.223954 9.464598 -0.39 0.61 0.01
C 31.154281 25.906993 10.658729 0.62 -0.13 -0.73
H 32.649012 21.603408 9.418566 -0.02 -0.02 -0.46
H 30.917305 21.453559 9.620937 -0.10 0.05 -0.21
H 31.797138 22.718528 10.388391 -0.10 0.34 -0.20
H 32.399400 23.258449 7.691782 0.08 -0.18 -0.09
H 30.730622 22.701161 7.552771 0.11 -0.34 0.03
H 29.249459 24.668237 7.476929 0.14 -0.36 0.01
H 29.879982 26.090300 8.147660 0.32 -0.01 0.35
H 32.054167 25.459784 6.571049 0.04 0.02 -0.15
H 30.699280 24.698630 5.642319 0.56 -0.48 0.27
H 30.628279 26.327627 5.915543 0.24 0.34 0.49
H 32.248482 26.025437 8.832085 -0.01 -0.10 -0.27
H 32.726351 24.726328 9.862313 -0.19 -0.48 -0.20
H 31.064874 25.151012 11.436488 -0.08 0.41 0.38
H 30.177536 26.331580 10.424353 -0.06 -0.20 -0.13
H 31.814903 26.747328 10.885750 -0.14 -0.11 0.80
C 31.485193 26.005432 18.555750 0.65 -1.65 -0.56
C 32.982622 26.126775 18.240506 -0.44 1.50 0.39
N 33.826164 25.951361 19.417718 -0.12 -1.16 -0.90
C 33.623996 27.000020 20.408971 0.53 0.12 -0.58
C 34.630487 26.919581 21.543642 -0.25 0.57 -0.26
C 35.198049 25.713767 18.965396 0.50 -0.47 1.90
C 35.913346 26.885594 18.332694 -0.39 0.41 -1.31
H 30.915127 26.201961 17.647760 -0.18 0.31 0.19
H 31.070126 26.443500 19.456556 0.19 0.60 -0.17
H 31.420579 24.922023 18.715094 -0.54 0.02 0.13
H 33.198671 25.417350 17.440530 0.20 -0.28 0.31
H 33.243416 27.102608 17.793453 -0.42 0.11 -0.07
H 32.615593 26.910236 20.808559 -0.02 -0.03 0.01
H 33.681987 27.985265 19.912848 0.00 0.13 0.15
H 35.644732 27.080738 21.180897 0.07 -0.38 0.01
H 34.506804 25.957994 22.038037 0.32 0.08 0.23
H 34.463894 27.762209 22.217761 -0.22 -0.27 0.27
H 35.746575 25.340904 19.840833 0.16 0.44 0.08
H 35.248254 24.799359 18.369797 -0.45 0.35 -0.61
H 36.880716 26.600998 17.916413 0.11 0.03 0.28
H 35.329077 27.223461 17.468170 0.10 -0.14 -0.13
H 35.997179 27.807586 18.910836 0.19 -0.34 0.52
C 29.846982 27.141153 14.195396 -0.64 -0.04 0.21
C 30.469463 25.771492 14.286530 1.18 0.92 0.50
O 31.578926 25.650497 14.802680 -0.35 -0.55 -0.19
N 29.734597 24.767732 13.796410 -0.53 0.01 0.39
C 30.111817 23.361654 13.797725 0.26 0.92 -1.00
H 29.183867 27.231580 13.332973 0.11 0.17 -0.04
H 30.598681 27.922343 14.211817 0.11 -0.12 -0.25
H 29.231012 27.283233 15.089181 -0.02 -0.01 -0.02
H 28.835143 25.047287 13.446172 -0.07 -0.31 -0.11
H 29.189678 22.797541 13.693256 0.21 -0.36 0.25
H 30.731695 23.113591 14.654815 -0.30 -0.03 0.19
H 30.723518 23.239676 12.897332 -0.01 -0.59 0.09
```
Positions in Å, forces in eV/Å.